Entry P
ORCA calculation (ωB97M-V/def2-TZVPD) on C7H13NO2 as an isolated structure.

Kohn-Sham gap	7.626	eV
HOMO	-7.641	eV
lowest unoccupied orbital energy	0.0	eV

The geometry in ORCA input format:
```
! RIJCOSX wB97M-V def2-TZVPD def2/J DEFGRID3
* xyz 0 1
C 0.648 0.470 -0.226
C -1.747 -0.649 0.450
C -1.283 0.696 0.265
C -0.570 1.240 -0.868
C 1.383 -0.332 -1.287
C 1.548 1.357 0.602
C -0.156 -0.937 0.859
N -2.210 -1.422 -0.661
O 0.015 -0.503 2.201
O 0.277 -2.050 0.506
H 0.572 -1.182 2.603
H -2.343 -0.790 1.348
H -1.244 1.281 1.176
H -1.880 -2.376 -0.530
H -1.803 -1.107 -1.533
H -0.840 0.859 -1.848
H -0.461 2.323 -0.874
H 0.999 1.923 1.356
H 1.904 0.346 -1.973
H 2.107 -0.992 -0.809
H 0.711 -0.968 -1.860
H 2.280 0.748 1.135
H 2.094 2.066 -0.032
*
```

Formally, the Mulliken partial charges of the atoms, in units of the elementary charge, are as follows: number 1, C, carries 1.2929; number 2, C, carries -0.3988; number 3, C, carries 0.0247; number 4, C, carries -1.1045; number 5, C, carries -1.6726; number 6, C, carries -1.6652; number 7, C, carries 0.7852; number 8, N, carries -0.6437; number 9, O, carries -0.5272; number 10, O, carries -0.7753; number 11, H, carries 0.3965; number 12, H, carries 0.3534; number 13, H, carries 0.4054; number 14, H, carries 0.3367; number 15, H, carries 0.2945; number 16, H, carries 0.3292; number 17, H, carries 0.3337; number 18, H, carries 0.3118; number 19, H, carries 0.4369; number 20, H, carries 0.3654; number 21, H, carries 0.3254; number 22, H, carries 0.3625; number 23, H, carries 0.4333

---

Entry Q
ORCA calculation (ωB97M-V/def2-TZVPD) on a single C7H13NO2 molecule.

Kohn-Sham gap	8.880	eV
HOMO	-8.592	eV
lowest unoccupied orbital energy	0.3	eV
SMILES	CC(C)=C(C(=O)[O-])[NH+](C)C

The geometry in ORCA input format:
```
! RIJCOSX wB97M-V def2-TZVPD def2/J DEFGRID3
* xyz 0 1
C 1.868 1.245 0.339
C 0.429 1.245 -0.116
C -0.207 2.584 -0.310
C -0.400 0.194 -0.232
C -2.254 -0.105 -0.207
O -2.813 0.000 -1.235
O -2.436 -0.422 0.940
N 0.340 -1.084 -0.047
C -0.014 -1.599 1.337
C -0.147 -2.062 -1.073
H 2.313 0.200 0.351
H 1.875 1.782 1.226
H 2.440 1.919 -0.394
H 0.216 3.241 0.320
H -1.309 2.680 -0.144
H -0.034 2.924 -1.288
H 1.310 -0.997 -0.161
H -1.048 -2.006 1.392
H 0.898 -2.198 1.629
H -0.022 -0.732 1.891
H -1.240 -2.406 -0.906
H -0.179 -1.430 -2.079
H 0.413 -2.973 -1.234
*
```

Formally, the Mulliken partial charges of the atoms, in units of the elementary charge, are as follows: number 1, C, carries -1.3134; number 2, C, carries 1.3015; number 3, C, carries -1.6423; number 4, C, carries -0.6290; number 5, C, carries 0.5232; number 6, O, carries -0.5531; number 7, O, carries -0.6053; number 8, N, carries 0.1688; number 9, C, carries -1.0164; number 10, C, carries -0.8572; number 11, H, carries 0.2803; number 12, H, carries 0.3635; number 13, H, carries 0.3252; number 14, H, carries 0.5004; number 15, H, carries 0.3483; number 16, H, carries 0.3300; number 17, H, carries 0.3266; number 18, H, carries 0.3727; number 19, H, carries 0.3428; number 20, H, carries 0.4412; number 21, H, carries 0.2913; number 22, H, carries 0.3318; number 23, H, carries 0.3688

---

Short version: entry P is the least stable of them.

---

Entry P
ORCA calculation (ωB97M-V/def2-TZVPD) on a 2-piece molecular cluster, CH3O4S overall.

Kohn-Sham gap	6.766	eV
HOMO	-2.915	eV
lowest unoccupied orbital energy	3.9	eV

The geometry in ORCA input format:
```
! RIJCOSX wB97M-V def2-TZVPD def2/J DEFGRID3
* xyz -1 1
C 0.523 -0.075 -0.196
O -1.542 1.321 0.018
O -1.956 -1.210 0.407
O 1.377 -0.906 -0.905
O 0.882 1.071 0.184
S -1.399 -0.221 -0.484
H 0.424 -0.731 1.453
H 2.225 -0.714 -0.671
H -0.533 1.466 0.195
*
```

Formally, the Mulliken partial charges of the atoms, in units of the elementary charge, are as follows: number 1, C, carries -0.3170; number 2, O, carries -0.4994; number 3, O, carries -0.5001; number 4, O, carries -0.3092; number 5, O, carries -0.5055; number 6, S, carries 0.3731; number 7, H, carries 0.0659; number 8, H, carries 0.2795; number 9, H, carries 0.4128

---

Entry Q
ORCA calculation (ωB97M-V/def2-TZVPD) on an isolated ion of composition CH3O4S and charge -1.

Kohn-Sham gap	8.258	eV
HOMO	-4.071	eV
lowest unoccupied orbital energy	4.2	eV

The geometry in ORCA input format:
```
! RIJCOSX wB97M-V def2-TZVPD def2/J DEFGRID3
* xyz -1 1
C 0.689 0.159 -0.436
O -0.236 0.173 -1.502
O -1.855 -1.121 -0.103
O 0.697 -0.981 0.354
O -1.922 1.382 -0.003
S -1.817 0.184 -0.863
H 1.572 0.344 -0.949
H 0.399 0.943 0.321
H -0.190 -1.239 0.210
*
```

Formally, the Mulliken partial charges of the atoms, in units of the elementary charge, are as follows: number 1, C, carries -0.2834; number 2, O, carries -0.3576; number 3, O, carries -0.7127; number 4, O, carries -0.5024; number 5, O, carries -0.5674; number 6, S, carries 0.4710; number 7, H, carries 0.2194; number 8, H, carries 0.2875; number 9, H, carries 0.4456

---

Short version: entry P is the least stable of them.

---

Entry P
ORCA calculation (ωB97M-V/def2-TZVPD) on a 11-piece molecular cluster, C3H27NO12 overall.

Kohn-Sham gap	10.305	eV
HOMO	-10.245	eV
lowest unoccupied orbital energy	0.1	eV
SMILES	NC(=O)CCO.O.O.O.O.O.O.O.O.O.O

The geometry in ORCA input format:
```
! RIJCOSX wB97M-V def2-TZVPD def2/J DEFGRID3
* xyz 0 1
N 1.153 -0.770 0.897
C 0.000 -0.042 1.094
O -0.627 -0.162 2.140
C -0.292 0.953 0.037
C -0.072 2.373 0.526
O 1.247 2.847 0.594
H 1.567 -1.355 1.599
H 1.679 -0.533 0.055
H 0.040 0.698 -0.981
H -1.350 0.789 -0.534
H -0.495 3.126 -0.188
H -0.570 2.392 1.504
H 1.891 2.187 0.870
O -1.335 -4.119 -0.774
H -2.216 -4.440 -1.011
H -0.872 -4.957 -0.604
O -0.799 -1.188 -2.507
H -1.431 -0.693 -1.965
H -1.046 -2.078 -2.202
O 2.942 -0.981 -1.564
H 2.245 -1.258 -2.165
H 3.274 -0.119 -1.827
O -2.855 -0.572 -0.060
H -3.757 -0.807 0.260
H -2.461 -0.308 0.801
O 3.657 -1.901 0.826
H 4.609 -2.040 0.793
H 3.424 -1.781 -0.118
O 1.631 0.031 -3.543
H 0.672 -0.235 -3.542
H 1.753 0.982 -3.515
O -2.787 3.783 1.784
H -2.933 3.806 0.835
H -2.954 2.882 2.071
O 2.084 -0.024 4.415
H 1.686 -0.296 3.577
H 2.988 -0.286 4.198
O -4.464 -1.660 1.776
H -3.860 -1.062 2.218
H -4.280 -2.583 1.957
O 1.077 2.928 -2.845
H 0.934 2.607 -1.951
H 0.903 3.865 -2.933
*
```

Formally, the Mulliken partial charges of the atoms, in units of the elementary charge, are as follows: number 1, N, carries -0.2391; number 2, C, carries 0.8808; number 3, O, carries -0.7391; number 4, C, carries 0.7282; number 5, C, carries -1.0540; number 6, O, carries -0.5213; number 7, H, carries 0.2231; number 8, H, carries 0.2139; number 9, H, carries -0.5390; number 10, H, carries 0.2106; number 11, H, carries 0.3127; number 12, H, carries 0.3994; number 13, H, carries 0.3436; number 14, O, carries -0.5921; number 15, H, carries 0.3118; number 16, H, carries 0.2901; number 17, O, carries -0.6081; number 18, H, carries 0.2419; number 19, H, carries 0.3026; number 20, O, carries -0.6301; number 21, H, carries 0.3264; number 22, H, carries 0.2465; number 23, O, carries -0.5952; number 24, H, carries 0.3476; number 25, H, carries 0.2405; number 26, O, carries -0.6504; number 27, H, carries 0.2849; number 28, H, carries 0.4003; number 29, O, carries -0.6618; number 30, H, carries 0.2895; number 31, H, carries 0.2941; number 32, O, carries -0.6292; number 33, H, carries 0.3102; number 34, H, carries 0.3131; number 35, O, carries -0.6386; number 36, H, carries 0.2874; number 37, H, carries 0.3175; number 38, O, carries -0.6896; number 39, H, carries 0.3317; number 40, H, carries 0.3256; number 41, O, carries -0.6958; number 42, H, carries 0.4215; number 43, H, carries 0.2878

---

Entry Q
ORCA calculation (ωB97M-V/def2-TZVPD) on a 11-piece molecular cluster, C3H27NO12 overall.

Kohn-Sham gap	8.872	eV
HOMO	-8.726	eV
lowest unoccupied orbital energy	0.1	eV
SMILES	CNCC(=O)O.O.O.O.O.O.O.O.O.O.O

The geometry in ORCA input format:
```
! RIJCOSX wB97M-V def2-TZVPD def2/J DEFGRID3
* xyz 0 1
C 0.283 1.014 0.751
N 0.682 0.225 1.881
C 2.020 -0.339 2.128
C 2.885 -0.693 0.966
O 2.741 -0.600 -0.227
O 4.143 -1.012 1.406
H 0.981 1.868 0.494
H -0.700 1.502 0.811
H 0.290 0.497 -0.222
H 0.046 -0.551 2.035
H 1.876 -1.071 2.918
H 2.497 0.604 2.542
H 4.758 -1.086 0.672
O -1.460 2.322 3.351
H -0.903 1.535 3.525
H -0.798 3.036 3.352
O -0.382 1.122 -3.096
H -1.079 1.374 -2.465
H -0.041 1.876 -3.590
O 0.527 -3.011 0.167
H -0.075 -3.349 -0.511
H 0.783 -2.180 -0.263
O -2.590 1.131 -1.292
H -2.888 0.260 -1.639
H -3.418 1.613 -1.164
O -1.724 -2.014 1.195
H -2.407 -2.275 1.834
H -1.025 -2.697 1.147
O -3.358 -1.448 -1.769
H -2.759 -1.551 -1.007
H -3.993 -2.168 -1.642
O 2.868 0.933 -2.947
H 3.262 0.132 -2.559
H 1.927 0.723 -3.071
O -0.780 -2.262 -2.234
H -0.453 -1.378 -2.487
H -1.660 -2.395 -2.591
O -3.300 0.979 1.642
H -2.691 1.700 1.869
H -2.757 0.490 0.998
O 2.677 2.542 -0.015
H 2.811 2.880 -0.903
H 3.183 1.721 0.011
*
```

Formally, the Mulliken partial charges of the atoms, in units of the elementary charge, are as follows: number 1, C, carries -0.7831; number 2, N, carries -0.1384; number 3, C, carries -0.6482; number 4, C, carries 0.5024; number 5, O, carries -0.4410; number 6, O, carries -0.5192; number 7, H, carries 0.3769; number 8, H, carries 0.0924; number 9, H, carries 0.2929; number 10, H, carries 0.2929; number 11, H, carries 0.4353; number 12, H, carries 0.3224; number 13, H, carries 0.3380; number 14, O, carries -0.6740; number 15, H, carries 0.3251; number 16, H, carries 0.3225; number 17, O, carries -0.6065; number 18, H, carries 0.3141; number 19, H, carries 0.3060; number 20, O, carries -0.7078; number 21, H, carries 0.3159; number 22, H, carries 0.3350; number 23, O, carries -0.6368; number 24, H, carries 0.3850; number 25, H, carries 0.2978; number 26, O, carries -0.5557; number 27, H, carries 0.2572; number 28, H, carries 0.3547; number 29, O, carries -0.7432; number 30, H, carries 0.3902; number 31, H, carries 0.2932; number 32, O, carries -0.6245; number 33, H, carries 0.2927; number 34, H, carries 0.3285; number 35, O, carries -0.6656; number 36, H, carries 0.3000; number 37, H, carries 0.3330; number 38, O, carries -0.6574; number 39, H, carries 0.3768; number 40, H, carries 0.2833; number 41, O, carries -0.6623; number 42, H, carries 0.3115; number 43, H, carries 0.2876

---

Short version: entry P is the least stable of them.